{
  "formula": "C13H11I2IrN2O4",
  "method": "ωB97M-V/def2-TZVPD",
  "spin_multiplicity": 6,
  "s_squared": 8.80,
  "homo_ha": [-0.3319, -0.4387],
  "gap_ev": [5.0, 4.9],
  "charge": 1,
  "species": ["Ir", "I", "C", "C", "C", "I", "C", "C", "C", "C", "N", "C", "C", "O", "H", "H", "H", "H", "N", "C", "C", "O", "O", "H", "H", "H", "H", "C", "C", "O", "H", "H", "H"],
  "coordinates": [[0.913, -0.983, 0.018], [3.188, 3.439, 1.221], [1.179, 3.249, 0.807], [0.338, 4.307, 0.836], [-1.045, 4.135, 0.543], [-2.214, 5.818, 0.620], [-1.617, 2.870, 0.210], [-2.959, 2.646, -0.084], [-3.342, 1.324, -0.395], [-2.442, 0.312, -0.405], [-1.083, 0.482, -0.115], [-0.726, 1.759, 0.182], [0.636, 1.947, 0.474], [1.395, 0.912, 0.436], [0.705, 5.294, 1.080], [-3.678, 3.449, -0.078], [-4.372, 1.097, -0.633], [-2.810, -0.668, -0.655], [-1.033, -2.145, -0.614], [-0.857, -3.580, -0.838], [0.586, -3.951, -0.593], [1.033, -5.053, -0.702], [1.312, -2.898, -0.238], [-1.670, -1.942, 0.143], [-1.335, -1.650, -1.444], [-1.117, -3.853, -1.860], [-1.482, -4.161, -0.162], [3.833, -2.487, 0.279], [3.140, -1.152, 0.454], [3.615, -0.152, 0.803], [4.881, -2.339, 0.522], [3.680, -2.819, -0.744], [3.347, -3.207, 0.932]],
  "forces_ev_per_angstrom": [[-0.507, -0.072, -0.123], [0.032, -0.006, 0.004], [-0.031, -0.036, -0.014], [-0.099, -0.042, -0.025], [0.096, -0.012, 0.015], [-0.052, 0.082, 0.005], [0.078, -0.033, 0.009], [-0.031, -0.049, -0.013], [-0.017, 0.107, 0.015], [0.127, -0.055, 0.018], [-0.202, 0.096, -0.009], [-0.012, 0.087, 0.008], [-0.018, -0.101, -0.015], [0.251, 0.210, 0.053], [-0.016, 0.011, -0.001], [-0.008, -0.004, -0.002], [-0.001, -0.007, -0.002], [0.022, -0.021, 0.001], [0.250, 0.157, 0.007], [-0.099, -0.088, -0.040], [0.052, 0.209, 0.042], [-0.016, -0.022, -0.009], [0.207, -0.318, 0.017], [-0.099, -0.038, -0.032], [-0.099, -0.066, 0.038], [-0.024, -0.009, 0.018], [-0.020, 0.000, -0.031], [0.024, -0.027, -0.024], [0.166, 0.070, 0.054], [0.046, -0.051, 0.028], [0.007, 0.030, 0.002], [-0.005, -0.004, 0.005], [-0.003, 0.002, 0.002]],
  "mulliken_charge": [1.2783, 0.1452, -0.6636, -0.2334, -0.1601, 0.1989, 0.9867, -0.7033, -0.9594, -0.6207, -0.2760, -0.0027, 1.0274, -0.9280, 0.3833, 0.2843, 0.3978, 0.5361, -0.5635, -0.4621, 0.5607, -0.5700, -0.6800, 0.3690, 0.3769, 0.3380, 0.3327, -0.8604, 0.5545, -0.1033, 0.4133, 0.3043, 0.2991]
}

=====

{
  "formula": "C13H11IN4OPtS",
  "method": "ωB97M-V/def2-TZVPD",
  "homo_ha": -0.2696,
  "gap_ev": 7.1,
  "charge": 0,
  "species": ["Pt", "N", "C", "S", "N", "N", "C", "C", "C", "C", "C", "C", "C", "O", "H", "H", "H", "H", "H", "H", "H", "I", "C", "C", "C", "C", "C", "N", "H", "H", "H", "H"],
  "coordinates": [[-0.304, 0.994, -0.136], [-4.228, 1.440, -2.010], [-2.937, 1.201, -1.638], [-2.318, 2.165, -0.327], [-2.292, 0.288, -2.274], [-1.007, 0.074, -1.826], [-0.435, -0.990, -2.270], [0.928, -1.404, -2.032], [1.313, -2.690, -2.446], [2.605, -3.138, -2.294], [3.558, -2.271, -1.741], [3.208, -1.004, -1.333], [1.879, -0.542, -1.441], [1.562, 0.658, -1.050], [-4.683, 2.269, -1.673], [-4.543, 1.036, -2.875], [-1.048, -1.637, -2.892], [0.564, -3.338, -2.887], [2.880, -4.137, -2.602], [4.583, -2.601, -1.630], [3.933, -0.323, -0.908], [0.250, -1.568, 1.589], [-0.077, 0.188, 2.669], [0.018, 0.210, 4.049], [-0.221, 1.406, 4.704], [-0.565, 2.525, 3.963], [-0.644, 2.419, 2.590], [-0.394, 1.273, 1.945], [0.267, -0.692, 4.587], [-0.148, 1.460, 5.782], [-0.776, 3.471, 4.440], [-0.929, 3.256, 1.968]],
  "forces_ev_per_angstrom": [[-2.662, 0.894, -1.435], [0.025, -0.005, 0.116], [-0.270, 0.225, -0.022], [0.438, -0.614, 0.507], [0.038, -0.170, -0.287], [0.644, 0.125, 0.478], [0.195, -0.083, -0.197], [-0.182, -0.159, 0.049], [-0.077, -0.043, -0.007], [0.048, 0.022, 0.022], [-0.096, 0.021, -0.022], [0.048, 0.015, 0.013], [-0.038, 0.140, -0.137], [0.478, -0.279, 1.029], [0.022, -0.032, -0.049], [0.018, 0.034, -0.013], [-0.026, 0.111, -0.080], [0.010, 0.014, -0.027], [0.009, 0.006, -0.014], [0.001, -0.008, -0.001], [0.016, -0.029, 0.012], [0.108, -0.148, 0.416], [-0.084, -0.085, -0.151], [-0.116, 0.044, -0.017], [0.016, -0.042, 0.014], [-0.110, 0.008, 0.049], [-0.119, 0.066, -0.058], [1.522, -0.063, -0.140], [0.023, -0.003, -0.012], [0.003, 0.002, -0.003], [0.004, 0.013, -0.024], [0.115, 0.028, -0.010]],
  "mulliken_charge": [0.5238, -0.4209, 0.5687, -0.5604, -1.0473, 0.4680, -0.2699, 0.5632, -0.5456, -0.6755, -0.3891, -0.5874, 0.7010, -0.9075, 0.1904, 0.2423, 0.4132, 0.3325, 0.3999, 0.3667, 0.3970, 0.1049, 0.2981, -0.5556, -0.1963, -0.7427, 0.0963, -0.3481, 0.3761, 0.3870, 0.3857, 0.4316]
}

=====

{
  "formula": "C13H11N2",
  "method": "ωB97M-V/def2-TZVPD",
  "homo_ha": -0.4412,
  "smiles": "Nc1c2ccccc2[nH+]c2ccccc12",
  "gap_ev": 7.3,
  "charge": 1,
  "species": ["C", "C", "C", "C", "C", "C", "C", "C", "C", "C", "C", "C", "C", "N", "N", "H", "H", "H", "H", "H", "H", "H", "H", "H", "H", "H"],
  "coordinates": [[-0.521, -0.398, -3.588], [0.740, -0.319, 3.599], [-1.040, 0.892, -3.477], [0.401, 1.019, 3.605], [-0.030, -1.060, -2.477], [0.710, -1.070, 2.400], [0.337, -1.122, -0.048], [-1.008, 1.532, -2.214], [0.008, 1.637, 2.415], [-0.049, -0.446, -1.214], [0.320, -0.468, 1.186], [-0.494, 0.891, -1.115], [-0.068, 0.899, 1.204], [0.826, -2.426, -0.170], [-0.465, 1.513, 0.070], [-0.497, -0.874, -4.579], [1.070, -0.773, 4.518], [-1.395, 1.359, -4.369], [0.403, 1.574, 4.520], [0.291, -2.087, -2.595], [1.075, -2.096, 2.381], [-1.395, 2.559, -2.180], [-0.225, 2.690, 2.399], [0.973, -3.012, 0.667], [0.888, -2.848, -1.095], [-0.855, 2.434, 0.153]],
  "forces_ev_per_angstrom": [[0.423, -0.839, -0.287], [0.285, -1.928, -1.494], [0.667, 0.259, 2.199], [-0.817, 0.836, -1.731], [-0.654, 0.270, -0.820], [0.402, 0.931, 1.401], [1.586, -3.311, -0.626], [-0.833, 0.581, -3.168], [0.173, -0.727, 0.335], [-0.056, 0.267, -0.582], [-0.267, 0.789, 1.018], [-0.109, -0.805, -0.348], [0.510, -0.015, 1.446], [-0.839, 1.568, 0.838], [-0.040, 0.218, 0.838], [-0.035, 0.145, 0.640], [0.015, -0.245, 0.054], [-0.333, 0.509, -0.169], [0.133, 0.279, 0.282], [0.045, 0.165, -0.108], [-0.204, 0.300, 0.311], [0.242, -0.449, 0.329], [-0.124, 0.132, 0.019], [-0.109, 0.644, -1.137], [-0.050, 0.096, 0.869], [-0.012, 0.332, -0.105]],
  "mulliken_charge": [-0.7160, -0.8248, -0.6989, -0.6229, -0.8492, -0.7046, 1.0091, -0.7036, -0.7639, 1.1031, 0.9423, 0.3472, 0.2750, -0.3388, 0.0761, 0.3791, 0.4136, 0.4406, 0.4321, 0.2411, 0.2665, 0.3648, 0.3971, 0.1833, 0.1231, 0.2285]
}

=====

{
  "formula": "C13H12BF3N8O3S2Ti",
  "method": "ωB97M-V/def2-TZVPD",
  "spin_multiplicity": 2,
  "s_squared": 0.75,
  "homo_ha": [-0.1757, -0.1767],
  "gap_ev": [7.3, 7.3],
  "charge": -1,
  "species": ["Ti", "C", "C", "N", "N", "C", "B", "N", "C", "C", "C", "N", "N", "C", "C", "C", "N", "N", "C", "C", "C", "N", "H", "H", "H", "H", "H", "H", "H", "H", "H", "H", "H", "H", "S", "F", "C", "F", "F", "S", "O", "O", "O"],
  "coordinates": [[0.990, -0.351, -1.452], [-1.175, -3.387, 0.897], [-0.219, -3.154, -0.104], [0.073, -1.865, -0.158], [-0.689, -1.240, 0.780], [-1.447, -2.140, 1.422], [-0.604, 0.313, 0.845], [-1.358, 0.905, -0.402], [-2.388, 1.729, -0.608], [-2.653, 1.787, -1.966], [-1.697, 0.948, -2.537], [-0.925, 0.422, -1.599], [0.923, 0.651, 0.667], [1.949, 0.389, 1.519], [3.057, 1.068, 1.098], [2.642, 1.723, -0.079], [1.367, 1.501, -0.332], [-1.220, 0.805, 2.150], [-2.531, 0.930, 2.466], [-2.623, 1.157, 3.817], [-1.283, 1.167, 4.249], [-0.446, 0.939, 3.253], [-1.596, -4.331, 1.197], [0.311, -3.824, -0.764], [-2.112, -1.831, 2.213], [-2.853, 2.255, 0.210], [-3.409, 2.370, -2.461], [-1.489, 0.719, -3.570], [1.798, -0.256, 2.366], [4.040, 1.045, 1.532], [3.200, 2.339, -0.766], [-3.305, 0.804, 1.727], [-3.518, 1.309, 4.396], [-0.895, 1.321, 5.245], [2.907, -4.000, -1.634], [2.865, 1.045, -3.395], [1.513, 0.931, -3.178], [1.106, 2.275, -3.104], [1.007, 0.542, -4.403], [2.783, -2.165, -2.309], [3.734, -1.843, -3.335], [1.323, -1.857, -2.760], [2.847, -1.145, -1.135]],
  "forces_ev_per_angstrom": [[2.345, -1.130, -1.166], [-0.005, 0.001, -0.068], [0.141, 0.027, -0.011], [-0.724, 0.254, 0.378], [0.256, 0.130, -0.072], [-0.060, -0.008, 0.131], [-0.019, 0.043, -0.239], [0.360, -0.455, 0.089], [-0.186, 0.322, 0.029], [0.088, -0.045, 0.182], [0.034, 0.014, -0.138], [-1.090, 0.349, 0.267], [-0.362, 0.304, 0.260], [-0.198, -0.124, 0.083], [0.017, 0.159, -0.205], [0.145, 0.118, 0.294], [-0.404, -0.043, 0.492], [0.135, 0.074, 0.004], [-0.022, -0.225, 0.027], [0.047, 0.139, 0.005], [0.017, -0.089, 0.056], [-0.191, 0.060, -0.107], [0.002, 0.018, 0.001], [-0.056, -0.045, 0.024], [0.019, -0.036, 0.005], [0.008, -0.021, -0.053], [0.005, -0.002, 0.003], [-0.029, 0.030, 0.004], [0.009, 0.001, 0.010], [-0.002, 0.006, -0.013], [0.079, -0.138, -0.042], [0.037, -0.010, 0.027], [0.015, 0.006, 0.003], [-0.012, 0.003, -0.017], [0.012, 0.134, -0.033], [-0.200, -0.030, 0.103], [0.059, 0.761, -0.676], [-0.002, -0.255, 0.050], [-0.009, -0.011, 0.205], [-0.684, 0.591, 0.291], [0.034, -0.166, 0.023], [0.525, -0.348, 0.288], [-0.134, -0.359, -0.493]],
  "mulliken_charge": [0.0104, -1.2414, -0.0115, -0.0254, 0.4352, -0.1674, 0.8637, 0.3573, -0.0271, -1.3832, -0.1207, -0.1930, 0.7048, -0.1643, -1.1293, -0.0802, -0.6977, 0.3239, -0.3299, -1.0372, -0.2541, -0.9345, 0.3963, 0.3262, 0.4853, 0.6717, 0.3921, 0.4988, 0.5461, 0.4125, 0.4547, 0.6644, 0.4128, 0.4308, -0.5430, -0.3001, 0.4189, -0.2809, -0.3071, 0.9681, -0.6212, -0.4825, -0.4424]
}

=====

Quick rundown of DFT total energy, same order as above: -1611.73440 -1611.44466 -611.30970 -3136.94632 a.u.
Quick rundown of energy above the lowest of the compared OMol25 structures with the same formula, charge and spin, same order as above: 55.2 0.0 0.0 17.3 kcal per mole
Quick rundown of molecular weight, same order as above: 705.266 593.307 195.245 508.099 g/mol